This record from OMol25 describes C4H6LiLuO as an isolated structure. The level of theory is the ωB97M-V functional and the def2-TZVPD basis.

Results
HOMO-LUMO gap (alpha / beta): 3.37 / 4.57 eV
HOMO level (alpha / beta): -18.998 / -20.188 eV
2S+1: 2
E: -40080.821 eV
LUMO level (alpha / beta): -15.62 / -15.62 eV
Maximum force: 6.823 eV/Å
Energy above the lowest of the compared OMol25 structures with the same formula, charge and spin: 1.340 eV
Total charge: +3

```
13
Properties=species:S:1:pos:R:3:forces:R:3:lowdin_charge:R:1
C -2.999 0.101 0.739 0.26 2.17 0.78 -0.1546
C -2.704 -0.853 -0.272 -0.27 0.24 -0.71 -0.0528
H -2.141 0.774 0.851 -0.06 -0.12 0.36 0.0687
H -3.340 -0.291 1.705 0.05 0.38 -0.32 0.1100
H -2.302 -0.500 -1.228 0.02 -0.38 0.30 0.0708
H -2.593 -1.909 -0.007 -0.37 0.20 -0.19 0.0980
Li -4.974 -0.808 -0.827 -0.23 -0.23 -0.09 0.8711
O -3.007 3.362 -0.906 6.55 1.80 -0.60 -0.3634
C -4.077 2.880 -0.308 -2.41 -1.57 0.97 -0.3155
C -4.150 1.814 0.500 0.21 -2.65 -0.89 0.0818
Lu -1.000 3.943 -0.928 -4.43 -0.83 -0.09 2.3498
H -5.111 1.441 0.857 0.14 0.71 0.16 0.0823
H -5.031 3.350 -0.604 0.54 0.28 0.33 0.1538
```
Forces are in eV/Å.